{
  "formula": "C21H49F9N4O6SSi2",
  "method": "the ωB97M-V functional and the def2-TZVPD basis",
  "elements": ["N", "C", "C", "C", "C", "C", "Si", "O", "Si", "S", "O", "O", "C", "F", "F", "C", "F", "F", "C", "F", "F", "C", "F", "F", "F", "H", "H", "H", "H", "H", "H", "H", "H", "H", "H", "H", "H", "H", "H", "H", "H", "C", "C", "C", "O", "C", "N", "H", "H", "H", "H", "H", "H", "H", "H", "H", "H", "H", "C", "C", "C", "O", "C", "N", "H", "H", "H", "H", "H", "H", "H", "H", "H", "H", "H", "C", "C", "C", "O", "C", "N", "H", "H", "H", "H", "H", "H", "H", "H", "H", "H", "H"],
  "positions_angstrom": [[-9.100, -4.577, -0.246], [-7.744, -5.057, 0.019], [-6.639, -4.002, -0.046], [-6.257, -3.627, -1.482], [-5.668, -2.224, -1.659], [-4.547, -1.874, -0.662], [-3.071, -2.992, -0.864], [-1.666, -2.200, -0.414], [-1.415, -1.366, 0.947], [0.811, -1.603, 1.089], [1.059, -2.983, 1.415], [1.430, -0.937, -0.028], [1.523, -0.702, 2.592], [1.175, -1.387, 3.698], [2.854, -0.785, 2.419], [1.155, 0.801, 2.789], [2.184, 1.426, 3.381], [0.934, 1.359, 1.580], [-0.117, 1.027, 3.649], [0.185, 0.876, 4.935], [-1.040, 0.094, 3.308], [-0.777, 2.415, 3.471], [-1.686, 2.589, 4.414], [-1.364, 2.533, 2.290], [0.154, 3.354, 3.582], [-9.284, -4.490, -1.239], [-9.258, -3.666, 0.172], [-7.535, -5.842, -0.720], [-7.735, -5.548, 0.998], [-5.768, -4.372, 0.506], [-6.987, -3.104, 0.486], [-7.154, -3.700, -2.110], [-5.554, -4.375, -1.874], [-5.246, -2.139, -2.668], [-6.471, -1.481, -1.594], [-4.918, -1.909, 0.371], [-4.207, -0.848, -0.847], [-2.906, -3.427, -2.263], [-3.164, -4.194, 0.000], [-2.009, -1.991, 2.140], [-1.717, 0.065, 0.837], [-0.620, 0.524, -2.523], [-0.991, -0.631, -3.444], [-0.356, -0.515, -4.830], [-0.955, 0.443, -5.686], [-0.481, 1.765, -5.535], [-2.450, -0.781, -3.483], [-1.178, 1.427, -2.780], [-0.854, 0.274, -1.494], [0.446, 0.748, -2.581], [-0.587, -1.553, -3.011], [-0.478, -1.473, -5.346], [0.717, -0.321, -4.729], [0.591, 1.774, -5.313], [-1.005, 2.310, -4.744], [-0.649, 2.280, -6.480], [-2.693, -1.590, -4.047], [-2.833, 0.017, -3.984], [5.956, -1.433, -3.553], [5.152, -0.151, -3.365], [3.638, -0.364, -3.293], [3.018, -0.654, -4.536], [3.073, -2.008, -4.945], [5.548, 0.817, -4.388], [5.897, -1.786, -4.583], [7.006, -1.246, -3.333], [5.599, -2.227, -2.896], [5.431, 0.278, -2.396], [3.177, 0.568, -2.953], [3.389, -1.143, -2.561], [3.033, -2.682, -4.083], [3.977, -2.220, -5.520], [2.206, -2.194, -5.580], [5.134, 1.723, -4.192], [5.160, 0.525, -5.281], [2.602, 3.742, 5.816], [2.966, 4.763, 6.887], [3.886, 5.883, 6.389], [5.229, 5.491, 6.176], [5.511, 4.932, 4.910], [3.497, 4.062, 8.056], [3.432, 3.061, 5.623], [1.758, 3.138, 6.148], [2.334, 4.229, 4.877], [2.043, 5.259, 7.206], [3.928, 6.661, 7.155], [3.479, 6.333, 5.473], [4.927, 5.422, 4.124], [5.310, 3.858, 4.873], [6.570, 5.095, 4.714], [3.613, 4.708, 8.829], [4.432, 3.728, 7.836]],
  "molar_mass_g_mol": 712.87,
  "max_force_ev_per_a": 0.49,
  "total_charge": 0,
  "e_tot_ha": -3375.974032,
  "homo_lumo_gap_ev": 9.53,
  "homo_ev": -9.15,
  "multiplicity": 1
}